# C20H33BF4FeNO10P2

A structure of composition C20H33BF4FeNO10P2 (ωB97M-V with the def2-TZVPD basis set, the OMol25 dataset).

Computed properties:
Net charge ... -1
E_LUMO (alpha / beta) ... 0.08805 / 0.08805 hartree
ΔE to the lowest compared entry with this formula, charge and spin ... 27.1 kcal per mole
HOMO-LUMO gap (alpha / beta) ... 8.37 / 7.76 eV
HOMO level (alpha / beta) ... -5.976 / -5.369 eV
Spin multiplicity ... 5
Electronic energy ... -107769.383 eV
Molecular weight ... 652.08 g/mol
F_max ... 0.018 Eh/bohr

Cartesian coordinates (Å):
1 Fe 1.64 0.76 0.05
2 P -0.91 -1.81 -0.87
3 P -2.00 0.99 -0.69
4 F 2.43 1.07 -1.99
5 F 4.09 2.69 -2.13
6 F 4.66 0.46 -2.21
7 F 3.82 1.37 -0.24
8 O 2.60 -1.06 0.68
9 O -2.76 1.73 -1.86
10 O 0.92 4.17 2.46
11 O -1.34 -3.22 -0.28
12 O 1.16 2.74 0.73
13 O -0.56 1.28 -0.64
14 O 0.24 -1.18 -0.20
15 O -2.88 1.39 0.55
16 O 2.96 -2.43 2.45
17 O -0.76 -2.15 -2.40
18 N 2.07 0.91 2.22
19 C 1.14 -3.72 -2.18
20 C -2.25 1.97 -3.21
21 C 2.73 -0.10 2.78
22 C -2.86 -3.51 1.57
23 C 2.59 2.33 4.03
24 C -0.45 -2.94 2.04
25 C -0.88 2.63 -3.22
26 C 3.34 0.05 4.02
27 C 1.40 -1.47 -3.29
28 C 1.31 3.12 1.93
29 C -2.42 2.20 1.68
30 C 0.48 -2.64 -3.02
31 C -1.87 3.53 1.21
32 C -1.42 -3.64 1.11
33 C -1.46 1.40 2.53
34 C -2.29 0.69 -4.02
35 C 2.02 2.10 2.79
36 C 2.78 -1.33 1.91
37 C -2.39 -0.78 -0.87
38 C 3.27 1.28 4.64
39 B 3.82 1.42 -1.67
40 H 1.75 -1.02 -2.36
41 H -3.01 -1.05 -0.02
42 H 0.59 -3.06 1.74
43 H -0.56 -3.37 3.04
44 H -2.95 -0.97 -1.79
45 H 3.75 1.44 5.60
46 H -3.28 0.23 -3.99
47 H 0.91 -0.70 -3.88
48 H 1.53 -3.30 -1.25
49 H 3.87 -0.80 4.44
50 H -1.67 4.16 2.07
51 H -3.34 2.36 2.24
52 H 1.97 -4.14 -2.74
53 H -0.10 1.94 -2.91
54 H -1.18 1.98 3.41
55 H -1.55 -0.03 -3.64
56 H 0.43 -4.51 -1.94
57 H -0.92 3.39 0.69
58 H -0.68 2.97 -4.23
59 H -0.66 -1.87 2.11
60 H 2.52 3.32 4.46
61 H -1.16 -4.70 1.07
62 H 2.28 -1.82 -3.84
63 H -1.91 0.46 2.85
64 H -2.98 2.67 -3.61
65 H -0.85 3.49 -2.54
66 H -2.04 0.91 -5.06
67 H -3.12 -2.46 1.77
68 H -0.55 1.18 1.97
69 H -3.55 -3.90 0.82
70 H 0.13 -3.06 -3.96
71 H -2.59 4.03 0.55
72 H -3.00 -4.07 2.50

Atomic partial charges in e from the Löwdin method, atoms 1 to 5: number 1, Fe, carries 0.936; number 2, P, carries 0.473; number 3, P, carries 0.490; number 4, F, carries 0.026; number 5, F, carries 0.140

***

# C52H41BrN8NaO3S2

A structure of composition C52H41BrN8NaO3S2 in a non-equilibrium geometry (ωB97M-V with the def2-TZVPD basis set, the OMol25 dataset).

Computed properties:
Net charge ... -1
E_LUMO ... 0.04729 hartree
ΔE to the lowest compared entry with this formula, charge and spin ... 58.7 kcal per mole
HOMO-LUMO gap ... 5.67 eV
HOMO level ... -4.385 eV
Electronic energy ... -168781.912 eV
Molecular weight ... 992.98 g/mol
F_max ... 0.061 Eh/bohr

Cartesian coordinates (Å):
1 Br 3.51 -1.20 -1.64
2 S 2.81 -4.41 6.16
3 S -4.96 0.55 0.07
4 Na 1.25 0.86 -0.07
5 O -0.98 0.82 -0.99
6 O -6.25 0.97 -0.43
7 O -2.20 3.51 -0.65
8 N 1.73 2.31 2.01
9 N 3.86 -3.94 5.02
10 N 3.28 -0.63 1.41
11 N 1.52 -3.61 5.64
12 N 3.21 2.42 -0.48
13 N 0.82 -0.08 -2.79
14 N 0.68 -1.04 1.65
15 N -0.22 0.62 -3.22
16 C 4.58 -0.35 1.34
17 C -2.72 -2.20 -1.96
18 C 2.90 -1.55 2.35
19 C 5.21 -2.07 2.97
20 C -0.36 2.85 -2.08
21 C -6.38 -0.68 3.63
22 C -4.96 -2.82 -2.27
23 C -4.47 -0.88 -0.99
24 C -2.33 2.22 4.90
25 C 4.74 3.85 0.45
26 C -0.99 1.42 -2.19
27 C 1.40 4.50 -2.52
28 C 2.63 -2.89 -5.47
29 C 5.20 3.46 -0.83
30 C -0.42 2.41 3.39
31 C 4.21 2.62 -1.35
32 C 1.42 -0.83 -3.61
33 C -1.00 3.85 -1.37
34 C 3.19 -2.45 -4.17
35 C 3.81 -2.20 3.20
36 C 1.30 -3.21 -5.68
37 C -0.64 -0.98 1.84
38 C 1.73 -3.63 -8.06
39 C 0.91 -3.69 -6.91
40 C -0.44 -2.13 3.92
41 C -5.42 -1.79 -1.50
42 C 3.02 -3.18 -7.85
43 C -0.96 2.28 4.64
44 C -4.58 -1.70 1.72
45 C 2.72 3.12 1.78
46 C 0.94 -2.22 3.74
47 C 5.59 -1.06 2.09
48 C -3.14 -1.08 -1.28
49 C -6.21 -0.04 2.40
50 C -1.24 2.51 2.31
51 C 3.50 3.21 0.62
52 C -0.50 5.15 -1.25
53 C -2.64 2.54 2.55
54 C -4.70 -2.30 2.99
55 C -3.62 -3.11 -2.46
56 C -5.26 -0.54 1.48
57 C 3.24 -3.08 4.25
58 C 0.71 5.45 -1.88
59 C 0.86 3.21 -2.63
60 C 1.88 -2.90 4.57
61 C 2.64 -1.55 -3.37
62 C 3.46 -2.80 -6.61
63 C 1.11 2.28 3.28
64 C -5.64 -1.81 3.91
65 C -3.18 2.41 3.84
66 C 1.46 -1.62 2.56
67 C -1.22 -1.50 2.98
68 H -2.33 -0.27 -1.04
69 H 3.11 3.82 2.56
70 H 0.98 -0.92 -4.57
71 H -4.27 2.37 3.96
72 H -3.26 -4.04 -2.92
73 H -1.24 -0.63 1.01
74 H 1.35 2.40 -3.21
75 H 1.12 6.46 -1.77
76 H -0.72 0.32 -4.08
77 H 5.90 -2.68 3.47
78 H 4.13 -2.88 -3.93
79 H 4.18 2.21 -2.31
80 H -3.80 -2.13 1.05
81 H 1.44 1.34 3.75
82 H 4.82 0.50 0.65
83 H 1.53 3.10 3.89
84 H -0.96 5.91 -0.58
85 H 1.35 -3.90 -9.05
86 H 3.67 -3.11 -8.72
87 H -1.97 1.48 -2.64
88 H -6.39 -1.67 -1.18
89 H -1.86 2.91 0.03
90 H 6.63 -0.88 1.90
91 H -2.69 2.21 5.92
92 H -5.76 -2.28 4.85
93 H -5.71 -3.55 -2.60
94 H 0.54 -3.19 -4.89
95 H -0.27 2.27 5.49
96 H 5.27 4.53 1.08
97 H 4.52 -2.47 -6.58
98 H 2.36 4.70 -3.03
99 H -0.73 2.59 1.36
100 H -1.67 -2.29 -2.15
101 H -7.03 -0.28 4.43
102 H -2.32 -1.37 3.12
103 H 6.02 3.92 -1.41
104 H -4.09 -3.16 3.27
105 H -6.78 0.79 2.21
106 H -0.93 -2.55 4.80
107 H -3.42 2.75 1.80
108 H -0.13 -4.01 -7.04

Atomic partial charges in e from the Löwdin method, atoms 1 to 5: number 1, Br, carries 0.811; number 2, S, carries 0.976; number 3, S, carries 0.986; number 4, Na, carries 0.220; number 5, O, carries -0.261

***

# C5H35NO14

A cluster of 13 separate species, C5H35NO14 in total in a non-equilibrium geometry (ωB97M-V with the def2-TZVPD basis set, the OMol25 dataset).

Computed properties:
Net charge ... 0
E_LUMO ... 0.00393 hartree
ΔE to the lowest compared entry with this formula, charge and spin ... 18.7 kcal per mole
HOMO-LUMO gap ... 9.98 eV
HOMO level ... -9.873 eV
Electronic energy ... -35910.255 eV
Molecular weight ... 333.33 g/mol
F_max ... 0.076 Eh/bohr

Cartesian coordinates (Å):
1 O 2.83 -0.48 1.84
2 O 2.50 -2.06 -2.08
3 O -2.99 2.63 -1.69
4 O 1.26 -3.80 -0.43
5 O 2.63 2.46 1.01
6 O -1.92 1.29 -3.73
7 O 2.42 1.06 4.00
8 O -2.06 2.53 0.82
9 O -1.28 -3.97 -0.95
10 O 0.27 -0.06 -2.98
11 O -0.15 -3.42 1.81
12 O -1.68 -1.81 -2.52
13 O -0.13 1.42 3.30
14 O 0.27 3.54 1.70
15 N 0.69 -0.47 1.19
16 C -0.28 -0.58 0.06
17 C 1.99 -0.85 1.02
18 C 0.80 0.67 -1.89
19 C -1.68 -0.81 0.61
20 C -0.23 0.72 -0.75
21 H 1.72 0.10 -1.63
22 H 1.63 -4.62 -0.52
23 H 0.05 -2.53 2.09
24 H 3.43 2.82 1.45
25 H -2.53 2.67 -0.79
26 H 1.14 1.69 -2.26
27 H 0.74 1.36 3.74
28 H -0.01 1.55 -0.09
29 H 0.34 -3.91 -0.75
30 H -2.44 -1.23 -2.75
31 H -1.47 -3.22 -1.46
32 H -0.09 2.31 2.89
33 H -0.53 0.48 -3.39
34 H 1.80 -1.67 -2.69
35 H -1.55 -3.70 -0.12
36 H -0.89 -1.23 -2.63
37 H -2.41 -0.91 -0.15
38 H 0.42 0.15 1.99
39 H -3.92 2.51 -1.51
40 H 2.63 0.57 4.74
41 H 2.26 -1.51 0.26
42 H -2.04 0.04 1.25
43 H -2.62 2.59 1.59
44 H -1.15 2.84 1.08
45 H -1.83 1.97 -4.43
46 H 2.66 0.47 3.22
47 H -1.21 0.94 -1.18
48 H 0.02 -1.47 -0.60
49 H -2.24 1.74 -2.99
50 H 1.11 3.14 1.45
51 H 0.47 -3.59 1.07
52 H 2.07 -2.70 -1.49
53 H -1.74 -1.66 1.25
54 H 0.38 4.49 1.66
55 H 2.57 1.52 1.32

Atomic partial charges in e from the Löwdin method, atoms 1 to 5: number 1, O, carries -0.023; number 2, O, carries -0.090; number 3, O, carries -0.072; number 4, O, carries -0.029; number 5, O, carries -0.047

***

# C18H39BFN3O9PS3

A cluster of 3 separate species, C18H39BFN3O9PS3 in total in a non-equilibrium geometry (ωB97M-V with the def2-TZVPD basis set, the OMol25 dataset).

Computed properties:
Net charge ... -1
E_LUMO ... 0.07501 hartree
HOMO-LUMO gap ... 7.61 eV
HOMO level ... -5.567 eV
Electronic energy ... -87388.235 eV
Molecular weight ... 598.51 g/mol
F_max ... 0.079 Eh/bohr

Cartesian coordinates (Å):
1 S -0.29 -5.61 4.26
2 S -0.60 5.82 -5.41
3 S 4.66 -1.97 -1.85
4 P 3.81 -1.40 -0.17
5 F 2.14 -4.09 -0.40
6 O -0.14 -7.04 4.34
7 O -0.21 -1.42 -0.45
8 O -0.59 -5.04 5.72
9 O -0.34 1.09 0.03
10 O -1.21 -5.02 3.34
11 O -1.97 5.11 -5.02
12 O -0.83 7.21 -5.61
13 O 1.44 -0.39 0.77
14 O 0.42 5.36 -4.52
15 N 0.58 2.78 1.49
16 N -3.26 -0.93 2.46
17 N 2.04 -0.08 -1.57
18 C 1.25 -3.23 0.23
19 C -0.98 -0.66 1.82
20 C -2.45 -0.66 1.52
21 C -2.97 6.62 -3.34
22 C -2.95 -0.39 0.13
23 C 0.15 1.95 0.78
24 C 1.77 3.72 -1.52
25 C -0.40 5.05 -6.98
26 C 1.00 -2.06 -0.71
27 C -2.42 5.24 -3.65
28 C 1.30 -4.89 4.05
29 C 2.01 -0.90 -0.39
30 C 0.02 -4.01 0.58
31 C 2.61 1.27 -1.45
32 C -2.26 -6.60 6.64
33 C 3.03 4.06 -0.72
34 C -1.93 -5.18 6.22
35 C 1.72 2.30 -2.12
36 B -0.02 -0.35 0.55
37 H -3.39 6.64 -2.34
38 H 4.47 -0.24 0.27
39 H -2.44 0.41 -0.38
40 H -0.83 0.00 2.67
41 H -0.25 3.98 -6.84
42 H -2.64 -4.80 5.49
43 H 0.69 1.98 -2.12
44 H 1.67 4.44 -2.33
45 H 2.01 2.39 -3.16
46 H -2.19 7.38 -3.40
47 H -0.43 -3.65 1.49
48 H -1.98 -4.52 7.09
49 H 2.84 3.92 0.33
50 H 3.91 -2.37 0.84
51 H -3.21 4.49 -3.54
52 H -4.00 -0.13 0.16
53 H 3.54 1.26 -2.01
54 H -2.28 -7.27 5.79
55 H -0.71 -3.99 -0.21
56 H 1.19 -3.81 4.02
57 H -1.28 5.25 -7.59
58 H 3.25 5.11 -0.86
59 H 1.70 -5.26 3.11
60 H 2.80 1.48 -0.41
61 H -1.52 -6.97 7.35
62 H 3.91 3.52 -1.05
63 H 0.48 5.49 -7.44
64 H 0.91 3.89 -0.89
65 H -4.21 -0.89 2.11
66 H 1.94 -5.20 4.88
67 H -2.88 -1.29 -0.48
68 H 1.73 -2.93 1.15
69 H 0.30 -5.04 0.77
70 H 1.15 -0.08 -2.04
71 H -0.78 -1.66 2.20
72 H -1.61 4.97 -2.97
73 H -3.74 6.89 -4.06
74 H 1.02 -2.40 -1.73
75 H -3.25 -6.63 7.11

Atomic partial charges in e from the Löwdin method, atoms 1 to 5: number 1, S, carries 0.566; number 2, S, carries 0.561; number 3, S, carries 0.051; number 4, P, carries 0.466; number 5, F, carries -0.043

***

# C12H24F3KN3NbO

A structure of composition C12H24F3KN3NbO in a non-equilibrium geometry (ωB97M-V with the def2-TZVPD basis set, the OMol25 dataset).

Computed properties:
Net charge ... +2
E_LUMO (alpha / beta) ... -0.39691 / -0.39687 hartree
ΔE to the lowest compared entry with this formula, charge and spin ... 68.9 kcal per mole
HOMO-LUMO gap (alpha / beta) ... 5.41 / 5.41 eV
HOMO level (alpha / beta) ... -16.213 / -16.214 eV
Electronic energy ... -45361.097 eV
Molecular weight ... 415.34 g/mol
F_max ... 0.190 Eh/bohr

Cartesian coordinates (Å):
1 Nb 0.04 0.00 0.80
2 K 2.68 -0.60 -1.10
3 F -0.25 1.30 3.45
4 F 0.49 -0.82 3.64
5 F -1.68 -0.41 3.18
6 O 3.95 -1.17 0.65
7 N -0.52 -1.49 -0.47
8 N 1.88 -0.27 1.11
9 N -0.26 1.70 -0.22
10 C -0.10 -3.06 1.38
11 C 1.88 2.91 -0.17
12 C -1.68 -3.71 -0.46
13 C -1.10 -1.21 -1.78
14 C -0.39 0.02 2.97
15 C 0.06 3.68 -1.70
16 C -1.67 1.62 -0.63
17 C 2.99 -0.95 1.43
18 C 0.81 -3.55 -0.91
19 C -0.38 -2.94 -0.13
20 C -0.18 3.96 0.81
21 C 0.36 3.05 -0.32
22 H 0.36 2.99 -2.51
23 H -1.28 4.03 0.77
24 H 0.87 -4.64 -0.76
25 H 0.23 4.99 0.71
26 H 0.08 -4.12 1.65
27 H 1.76 -3.11 -0.54
28 H -2.20 -1.40 -1.81
29 H 2.13 2.39 0.77
30 H -1.87 -3.74 -1.55
31 H -2.54 -3.23 0.03
32 H -0.64 -1.81 -2.58
33 H 2.29 2.34 -1.02
34 H -2.32 2.37 -0.13
35 H 0.79 -2.49 1.67
36 H -0.97 -2.71 1.97
37 H -2.07 0.62 -0.36
38 H 0.11 3.56 1.79
39 H -0.94 -0.14 -2.03
40 H 0.61 4.62 -1.81
41 H -1.80 1.71 -1.73
42 H -1.02 3.90 -1.82
43 H 2.36 3.91 -0.16
44 H 0.72 -3.36 -1.99
45 H -1.60 -4.75 -0.10

Atomic partial charges in e from the Löwdin method, atoms 1 to 5: number 1, Nb, carries 1.819; number 2, K, carries 0.945; number 3, F, carries 0.056; number 4, F, carries 0.042; number 5, F, carries 0.055

***

# C6H12O

A cluster of 2 separate species, C6H12O in total in a non-equilibrium geometry (ωB97M-V with the def2-TZVPD basis set, the OMol25 dataset).

Computed properties:
Net charge ... 0
E_LUMO ... 0.03830 hartree
ΔE to the lowest compared entry with this formula, charge and spin ... 114.7 kcal per mole
HOMO-LUMO gap ... 10.30 eV
SMILES string ... C#CC.CCOC
HOMO level ... -9.256 eV
Electronic energy ... -8459.378 eV
Molecular weight ... 100.16 g/mol
F_max ... 0.064 Eh/bohr

Cartesian coordinates (Å):
1 O 0.97 0.82 -0.36
2 C 1.81 1.89 -0.03
3 C -2.44 -0.65 0.40
4 C 1.06 -1.51 -0.76
5 C -2.51 -1.77 0.83
6 C -2.33 0.72 -0.06
7 C 1.21 -0.73 0.45
8 H -1.28 0.98 -0.24
9 H 2.22 -0.64 0.85
10 H 1.62 2.72 -0.72
11 H 2.87 1.60 -0.09
12 H -2.88 0.84 -1.00
13 H 1.06 -0.38 -1.33
14 H -2.61 -2.77 1.17
15 H 1.61 2.25 0.99
16 H 1.91 -2.12 -1.04
17 H 0.07 -1.94 -0.91
18 H 0.40 -0.72 1.17
19 H -2.75 1.41 0.67

Atomic partial charges in e from the Löwdin method, atoms 1 to 5: number 1, O, carries -0.330; number 2, C, carries -0.162; number 3, C, carries -0.212; number 4, C, carries -0.121; number 5, C, carries 0.087